[1]
DFT (wB97M-V/def2-TZVPD) results for a molecular structure, C7H11N2PPbS at a distorted geometry.

Last column: Mulliken charge in e.
CARTESIAN COORDINATES (ANGSTROEM)
C 2.412 -2.080 0.280  -1.1418
C 1.022 -1.365 -0.179  -0.4193
P 0.717 0.290 0.749  0.2329
C 1.995 1.587 0.149  -1.0274
C -1.032 0.979 0.346  0.8547
S -1.897 1.547 1.932  -0.0258
C -0.990 2.309 -0.595  -0.3174
N -0.653 3.111 -1.456  -0.3207
C -1.942 -0.070 -0.492  -1.1333
C -2.499 -1.285 0.384  -0.0119
N -2.566 -2.294 1.061  -0.2693
H 3.346 -1.565 -0.135  0.3446
H 2.380 -3.146 -0.180  0.3410
H 2.499 -2.211 1.414  0.3621
H 1.023 -1.154 -1.315  0.3686
H 0.185 -2.107 0.086  0.2629
H 1.623 2.673 0.289  0.4140
H 2.283 1.346 -0.938  0.3352
H 2.887 1.480 0.885  0.3607
H -3.057 0.799 2.112  0.2043
H -2.872 0.539 -0.852  0.4335
H -1.290 -0.418 -1.389  0.6193
Pb -3.572 1.034 -2.157  1.5330

Calculated values
- maximum force (eV Å⁻¹) = 7.405
- electronic energy (eV) = -35762.2791
- total charge = +2
- E_LUMO (eV) = -11.8
- HOMO-LUMO gap (eV) = 3.30



[2]
DFT (wB97M-V/def2-TZVPD) results for 2 unconnected molecules or ions with the total composition C7H11N3 at a distorted geometry.

Last column: natural (NBO) charge in e.
CARTESIAN COORDINATES (ANGSTROEM)
C -2.119 -0.196 0.839  -0.2652
C -1.559 -1.245 0.133  -0.2084
C -1.700 1.161 0.654  -0.2201
C -0.523 -1.015 -0.797  -0.2403
C -0.768 1.405 -0.354  -0.1915
C -0.188 0.288 -1.084  -0.1177
C 0.720 0.680 -2.067  -0.2928
N 1.490 0.510 1.407  -0.6519
N 2.109 -1.260 0.445  -0.6057
N 2.123 0.037 0.317  -0.0657
H -2.763 -0.521 1.612  0.2080
H -1.980 -2.307 0.351  0.2154
H -2.105 1.893 1.304  0.2131
H -0.037 -1.809 -1.322  0.2049
H -0.454 2.441 -0.509  0.2116
H 1.162 0.119 -2.828  0.1848
H 0.827 1.766 -2.152  0.1780
H 1.494 1.462 1.486  0.3776
H 0.700 -0.038 1.839  0.3535
H 1.507 -1.557 1.157  0.3379
H 2.063 -1.812 -0.433  0.3746

Calculated values
- maximum force (eV Å⁻¹) = 3.594
- electronic energy (eV) = -11902.8719
- total charge = 0
- E_LUMO (spin up / spin down) (eV) = 0.9 / -0.2
- HOMO-LUMO gap (spin up / spin down) (eV) = 7.94 / 6.13



[3]
DFT (wB97M-V/def2-TZVPD) results for C7H11N3O in the gas phase at a distorted geometry.

Last column: natural (NBO) charge in e.
CARTESIAN COORDINATES (ANGSTROEM)
C 0.310 -2.124 0.618  -0.4125
C 0.647 -1.108 -0.172  0.1431
C -0.496 -0.408 -1.088  0.0929
O -1.673 -1.215 -1.005  -0.6997
C -0.841 0.973 -0.540  -0.4321
C -1.399 1.093 0.879  -0.6167
N 1.867 -0.494 -0.215  -0.2049
C 2.424 0.133 -1.256  0.1469
N 3.556 0.658 -0.841  -0.4638
C 3.704 0.139 0.436  0.1226
N 2.674 -0.626 0.788  -0.2652
H 1.077 -2.423 1.281  0.2198
H -0.729 -2.592 0.539  0.2477
H -0.009 -0.466 -2.006  0.1711
H -2.322 -0.572 -0.801  0.4646
H 0.168 1.405 -0.686  0.2124
H -1.493 1.388 -1.174  0.2017
H -2.403 0.735 0.869  0.1987
H -1.283 2.023 1.286  0.2235
H -0.805 0.544 1.690  0.2239
H 2.143 0.307 -2.226  0.2172
H 4.542 0.225 1.144  0.2089

Calculated values
- maximum force (eV Å⁻¹) = 4.830
- electronic energy (eV) = -13952.5587
- total charge = 0
- E_LUMO (eV) = 0.7
- HOMO-LUMO gap (eV) = 9.90



[4]
DFT (wB97M-V/def2-TZVPD) results for C7H11N3O in the gas phase at a distorted geometry.

Last column: natural (NBO) charge in e.
CARTESIAN COORDINATES (ANGSTROEM)
C 2.368 0.763 -0.561  -0.6538
C 1.546 -0.488 -0.329  -0.1726
N 2.289 -1.713 -0.146  0.1113
O 3.537 -1.782 -0.071  -0.2987
C 0.125 -0.512 0.716  0.0139
C -0.388 -1.885 1.145  -0.6331
N -0.889 0.302 0.097  -0.2094
C -2.045 0.781 0.657  -0.0323
C -2.806 1.391 -0.307  -0.3541
C -1.986 1.253 -1.453  -0.0346
N -0.926 0.512 -1.239  -0.2852
H 1.792 1.712 -0.372  0.2299
H 3.252 0.768 0.112  0.2254
H 2.753 0.746 -1.596  0.2297
H 0.851 -0.569 -1.217  0.2942
H 0.394 -0.066 1.626  0.2022
H -0.269 -2.710 0.361  0.2384
H -1.487 -1.723 1.359  0.2207
H 0.189 -2.193 2.101  0.2261
H -2.294 0.641 1.815  0.2276
H -3.770 1.891 -0.162  0.2407
H -2.365 1.535 -2.489  0.2138

Calculated values
- maximum force (eV Å⁻¹) = 4.126
- electronic energy (eV) = -13950.6452
- total charge = 0
- E_LUMO (spin up / spin down) (eV) = -0.1 / -0.1
- HOMO-LUMO gap (spin up / spin down) (eV) = 8.79 / 8.79



[5]
DFT (wB97M-V/def2-TZVPD) results for C7H11N3O2 in the gas phase.

Last column: natural (NBO) charge in e.
CARTESIAN COORDINATES (ANGSTROEM)
H -0.641 0.086 -2.325  0.3447
N -0.359 -0.872 -2.117  -0.6078
C -0.526 -1.214 -0.927  0.1517
C -1.071 -0.394 0.238  0.1109
N -2.422 -0.901 0.469  -0.8183
N -0.235 -0.683 1.410  -0.8410
C -1.198 1.077 -0.079  -0.1751
C -0.261 1.986 -0.372  -0.2250
C 1.184 1.882 -0.518  -0.2396
C 1.971 0.882 -0.210  -0.1519
C 2.791 -0.111 0.011  0.5354
O 3.069 -1.102 -0.898  -0.6990
O 3.438 -0.300 1.189  -0.6707
H -0.244 -2.227 -0.651  0.1729
H -2.803 -0.484 1.313  0.3579
H -2.388 -1.905 0.617  0.3679
H -0.417 -0.004 2.143  0.3636
H 0.751 -0.624 1.182  0.3752
H -2.226 1.415 -0.041  0.2174
H -0.624 2.991 -0.557  0.2108
H 1.645 2.781 -0.925  0.2129
H 2.531 -1.010 -1.691  0.5108
H 3.980 -1.098 1.091  0.4963

Calculated values
- maximum force (eV Å⁻¹) = 0.911
- electronic energy (eV) = -15999.8155
- total charge = 0
- E_LUMO (eV) = 0.3
- HOMO-LUMO gap (eV) = 8.91



[6]
DFT (wB97M-V/def2-TZVPD) results for 2 unconnected molecules or ions with the total composition C7H11N3O2S at a distorted geometry.

Last column: natural (NBO) charge in e.
CARTESIAN COORDINATES (ANGSTROEM)
C -2.688 -1.297 0.083  -0.1394
C -2.026 -0.782 1.208  -0.2105
C -2.532 -0.588 -1.096  -0.2116
C -1.255 0.288 1.198  -0.1619
C -1.843 0.636 -1.096  -0.1413
C -1.093 1.043 0.037  0.0044
C 3.184 -1.206 -0.310  -0.8852
N 0.486 2.464 0.846  -0.4311
N 1.447 0.755 -1.187  -1.0881
N -0.208 2.037 -0.154  0.0179
O 0.553 -1.515 -0.420  -0.9853
O 1.533 0.059 1.210  -1.0290
S 1.520 -0.484 -0.119  2.2643
H -3.006 -2.363 0.130  0.2296
H -2.048 -1.330 2.132  0.2164
H -3.088 -0.983 -1.999  0.2254
H -0.510 0.454 2.052  0.2390
H -1.771 1.046 -2.109  0.2319
H 3.914 -0.765 0.414  0.2349
H 3.229 -2.201 -0.052  0.2293
H 3.704 -0.982 -1.379  0.2462
H 0.579 2.080 1.810  0.3965
H 1.245 3.029 0.601  0.3936
H 0.674 0.605 -1.800  0.3540

Calculated values
- maximum force (eV Å⁻¹) = 4.455
- electronic energy (eV) = -26833.1000
- total charge = 0
- E_LUMO (spin up / spin down) (eV) = -1.5 / -1.5
- HOMO-LUMO gap (spin up / spin down) (eV) = 6.61 / 6.62



[7]
DFT (wB97M-V/def2-TZVPD) results for C7H11N3O4 in the gas phase at a distorted geometry.

Last column: natural (NBO) charge in e.
CARTESIAN COORDINATES (ANGSTROEM)
C 0.549 2.311 -0.273  -0.4077
N -0.658 1.759 0.241  -0.6342
C -0.839 0.313 0.218  0.1074
C -2.225 -0.206 0.549  0.7734
O -2.366 -0.863 1.515  -0.5350
O -3.158 0.221 -0.318  -0.6509
C -0.465 -0.479 -1.284  0.7032
O -1.165 -0.598 -2.261  -0.5909
N 0.684 -1.049 -1.072  -0.4792
C 1.226 -2.174 -1.800  -0.4158
C 1.167 -0.966 0.268  0.8064
O 2.212 -1.438 0.648  -0.6029
N 0.226 -0.300 1.004  -0.4560
C 0.526 0.119 2.315  -0.4132
H 1.449 2.061 0.308  0.1736
H 0.623 1.769 -1.192  0.1958
H 0.408 3.353 -0.480  0.2182
H -1.051 2.180 1.031  0.3787
H -2.743 0.577 -1.089  0.5079
H 2.292 -2.165 -1.903  0.2351
H 0.836 -3.077 -1.456  0.2106
H 0.780 -2.104 -2.860  0.2271
H 0.679 1.157 2.278  0.1825
H -0.448 -0.130 3.012  0.2222
H 1.460 -0.272 2.604  0.2436

Calculated values
- maximum force (eV Å⁻¹) = 4.375
- electronic energy (eV) = -20097.6309
- total charge = 0
- E_LUMO (eV) = 0.6
- HOMO-LUMO gap (eV) = 10.14



[8]
DFT (wB97M-V/def2-TZVPD) results for 2 unconnected molecules or ions with the total composition C7H11N4O2 at a distorted geometry.

Last column: natural (NBO) charge in e.
CARTESIAN COORDINATES (ANGSTROEM)
C -1.306 -2.736 2.298  -0.1085
C -0.920 -1.464 1.909  -0.0353
C 0.202 -0.712 -0.048  0.2432
C 0.654 1.692 1.046  1.1066
C 0.750 -2.130 -1.913  -0.4561
C 0.919 0.357 -1.940  -0.4299
C -0.813 2.988 2.303  -0.2907
N -0.896 -3.596 1.313  -0.1471
N -0.380 -3.033 0.363  -0.0281
N -0.357 -1.686 0.641  -0.3115
N 0.623 -0.896 -1.247  -0.3693
O 1.770 1.803 0.947  -0.3458
O -0.501 1.868 1.306  -0.4242
H -1.765 -2.925 3.245  0.2403
H -1.068 -0.463 2.334  0.2272
H 1.700 -2.285 -2.493  0.2212
H 0.162 -2.158 -2.720  0.2194
H 0.782 -2.932 -1.235  0.2677
H 1.022 0.262 -3.097  0.2415
H 1.980 0.707 -1.590  0.2188
H 0.234 1.214 -1.820  0.2172
H -0.043 3.469 2.840  0.2401
H -1.606 2.712 3.082  0.2578
H -1.391 3.668 1.605  0.2454

Calculated values
- maximum force (eV Å⁻¹) = 4.759
- electronic energy (eV) = -17479.6574
- total charge = +1
- E_LUMO (spin up / spin down) (eV) = -4.4 / -4.4
- HOMO-LUMO gap (spin up / spin down) (eV) = 8.15 / 8.15



[9]
DFT (wB97M-V/def2-TZVPD) results for a gas-phase ion, C7H11N4S2 (charge +1) at a distorted geometry.

Last column: natural (NBO) charge in e.
CARTESIAN COORDINATES (ANGSTROEM)
C -4.017 0.125 0.063  -0.7207
S -2.952 1.565 0.183  0.4358
C -1.451 0.743 0.078  0.0019
C -0.069 1.827 -0.147  -0.2586
C 1.167 1.094 -0.518  -0.1425
C 2.454 1.585 0.043  -0.2594
N 3.244 0.329 0.175  -0.2250
S 4.810 0.151 0.318  0.2304
N 2.438 -0.666 0.245  -0.0695
N 1.199 -0.242 0.038  -0.1741
C 0.144 -1.089 0.058  0.5266
C 0.435 -2.543 0.038  -0.6797
N -1.166 -0.574 -0.053  -0.5771
H -5.012 0.417 0.327  0.2658
H -3.521 -0.633 0.739  0.1978
H -3.977 -0.231 -0.878  0.2179
H -0.203 2.910 0.005  0.2545
H 1.300 0.857 -1.642  0.2043
H 3.135 2.149 -0.591  0.2678
H 2.271 2.048 1.039  0.2511
H 0.486 -2.604 1.170  0.2698
H 1.383 -2.626 -0.448  0.2749
H -0.218 -3.265 -0.340  0.2641
H -1.880 -1.327 0.100  0.4438

Calculated values
- maximum force (eV Å⁻¹) = 8.191
- electronic energy (eV) = -35055.3639
- total charge = +1
- E_LUMO (spin up / spin down) (eV) = -4.9 / -4.9
- HOMO-LUMO gap (spin up / spin down) (eV) = 6.00 / 6.99



[10]
DFT (wB97M-V/def2-TZVPD) results for C7H11N5 in the gas phase at a distorted geometry.

Last column: natural (NBO) charge in e.
CARTESIAN COORDINATES (ANGSTROEM)
C -3.549 -0.808 0.204  -0.3033
C -2.413 -1.513 0.276  -0.0483
C -3.237 0.606 0.081  0.1015
C -1.851 0.589 -0.020  -0.1062
C -0.067 -1.160 0.430  0.2377
C 3.851 1.399 0.293  -0.2387
C 3.591 -0.767 -0.603  -0.4659
N 1.167 -0.798 0.291  -0.3355
N -1.324 -0.641 0.198  -0.3674
N 1.708 0.421 0.256  -0.2432
N -3.998 1.674 -0.337  -0.8127
N 2.986 0.462 0.086  -0.0497
H -4.393 -1.329 0.458  0.2144
H -2.327 -2.506 0.498  0.2026
H -0.256 -2.223 0.397  0.1656
H -1.211 1.469 -0.073  0.2134
H 4.816 1.344 -0.219  0.1897
H 3.654 2.454 0.649  0.2094
H 4.683 -0.723 -0.735  0.2155
H 3.185 -1.705 -0.180  0.2595
H 3.220 -0.750 -1.698  0.2173
H -3.448 2.480 -0.583  0.3731
H -4.786 2.025 0.330  0.3714

Calculated values
- maximum force (eV Å⁻¹) = 4.130
- electronic energy (eV) = -14882.4694
- total charge = 0
- E_LUMO (spin up / spin down) (eV) = 0.5 / 0.5
- HOMO-LUMO gap (spin up / spin down) (eV) = 7.35 / 7.35



[11]
DFT (wB97M-V/def2-TZVPD) results for 2 unconnected molecules or ions with the total composition C7H11N5O at a distorted geometry.

Last column: natural (NBO) charge in e.
CARTESIAN COORDINATES (ANGSTROEM)
C 2.305 0.811 0.718  -0.2143
C 1.532 -0.322 -1.201  -0.2406
C 3.462 0.037 0.735  0.0173
C 2.736 -1.061 -1.174  0.0376
C 1.290 0.562 -0.227  -0.0861
C 0.017 1.386 -0.264  0.6045
C -2.578 -0.502 1.297  -0.4594
N 3.643 -0.925 -0.249  -0.4137
N -2.240 1.615 -0.445  -0.6659
N -1.357 -1.809 -0.149  -0.5931
N -1.143 0.869 -0.698  -0.2708
N -1.292 -0.692 0.569  -0.0876
O 0.116 2.593 -0.021  -0.6238
H 2.015 1.475 1.544  0.2356
H 0.888 -0.655 -2.113  0.2259
H 4.163 0.025 1.545  0.2054
H 2.869 -1.827 -1.933  0.1849
H -2.590 -1.268 2.215  0.2261
H -2.532 0.473 1.607  0.2256
H -3.534 -0.599 0.763  0.1894
H -2.034 2.558 -0.098  0.3872
H -2.887 1.591 -1.265  0.3678
H -0.515 -2.096 -0.694  0.3963
H -2.336 -2.240 -0.461  0.3515

Calculated values
- maximum force (eV Å⁻¹) = 4.490
- electronic energy (eV) = -16930.7096
- total charge = 0
- E_LUMO (spin up / spin down) (eV) = 0.1 / 0.0
- HOMO-LUMO gap (spin up / spin down) (eV) = 7.81 / 7.58



[12]
DFT (wB97M-V/def2-TZVPD) results for C7H11NO in the gas phase at a distorted geometry.

Last column: natural (NBO) charge in e.
CARTESIAN COORDINATES (ANGSTROEM)
C 0.335 0.856 1.784  -0.6009
C 0.883 0.102 0.632  -0.3243
C 1.363 1.059 -0.469  0.6939
O 2.048 2.020 -0.278  -0.5867
N 0.946 0.634 -1.751  -0.6339
C -0.220 -0.153 -1.640  -0.0564
C -1.270 0.492 -0.740  -0.4456
C -0.291 -0.531 -0.155  -0.0274
C -0.615 -1.914 0.323  -0.6123
H -0.340 0.178 2.299  0.2068
H 1.059 1.204 2.545  0.2288
H -0.434 1.606 1.506  0.2154
H 1.659 -0.577 0.921  0.2347
H 1.106 1.349 -2.460  0.4016
H -0.425 -0.866 -2.505  0.2217
H -1.371 1.484 -0.498  0.2242
H -2.317 0.059 -0.830  0.2156
H -0.917 -2.467 -0.478  0.2123
H 0.237 -2.446 0.805  0.2159
H -1.436 -2.089 0.987  0.2167

Calculated values
- maximum force (eV Å⁻¹) = 5.369
- electronic energy (eV) = -10973.8095
- total charge = 0
- E_LUMO (eV) = 0.9
- HOMO-LUMO gap (eV) = 10.05